Formula: C27H28BrClCrN6O11
Source: OMol25
Level of theory: ωB97M-V/def2-TZVPD

```
! wB97M-V def2-TZVPD RIJCOSX def2/J DEFGRID3
* xyz -1 4
Cr 0.701 0.416 2.212
O -4.281 3.112 1.987
C -3.768 3.144 0.785
O -4.201 3.821 -0.153
C -2.510 2.390 0.557
C -1.869 2.282 -0.630
Cl -2.240 2.884 -2.167
N -0.710 1.585 -0.484
N -0.610 1.220 0.820
C -1.657 1.750 1.468
C -1.786 1.480 2.941
O -2.854 1.770 3.490
O -0.753 0.936 3.450
C 0.385 1.426 -1.392
C 0.276 0.560 -2.480
C 1.391 0.311 -3.295
C 2.618 0.882 -2.951
C 2.702 1.795 -1.888
C 1.586 2.034 -1.088
H -3.734 2.544 2.654
H -0.625 -0.063 -2.592
H 1.253 -0.354 -4.124
H 3.473 0.622 -3.549
H 3.639 2.295 -1.676
H 1.630 2.728 -0.264
N -0.207 -1.535 2.097
C -0.131 -2.095 3.452
C 1.201 -1.620 4.125
O 1.755 -2.353 4.937
O 1.651 -0.453 3.686
H -1.161 -1.614 1.770
H 0.389 -2.038 1.435
H -0.175 -3.198 3.467
H -0.883 -1.649 4.117
C 2.538 4.294 2.518
C 1.329 3.338 2.410
O 0.198 3.800 2.320
O 1.665 2.086 2.519
H 2.223 5.316 2.750
H 3.151 4.233 1.609
H 3.203 3.989 3.366
Br 6.766 -4.315 0.512
C 5.975 -2.587 0.664
C 6.733 -1.458 0.895
N 6.168 -0.242 1.003
C 4.844 -0.135 0.867
C 4.030 -1.262 0.622
C 4.600 -2.504 0.519
C 2.551 -1.223 0.593
O 1.865 -2.198 0.249
O 2.104 -0.086 1.024
H 7.816 -1.510 0.940
H 4.370 0.797 1.110
H 3.981 -3.387 0.364
C -0.855 -2.809 -2.174
N -2.075 -2.022 -2.357
C -2.456 -1.815 -3.728
C -3.671 -0.879 -3.898
C -4.660 -1.171 -2.793
N -3.978 -0.970 -1.498
C -4.807 -0.649 -0.353
C -2.747 -1.597 -1.261
O -2.338 -1.709 -0.107
H -0.026 -2.241 -1.750
H -0.556 -3.190 -3.154
H -1.061 -3.666 -1.557
H -2.678 -2.810 -4.166
H -1.591 -1.375 -4.285
H -4.067 -0.989 -4.896
H -3.350 0.171 -3.808
H -5.118 -2.186 -2.839
H -5.483 -0.438 -2.842
H -5.567 0.048 -0.673
H -4.247 -0.148 0.424
H -5.277 -1.518 0.141
*
```

expectation value of S² = 3.7693
energy = -170912.33246 eV
HOMO energy (alpha / beta) = -6.53 / -6.56 eV
orbital gap (alpha / beta) = 0.31433 / 0.31543 Eh

Löwdin atomic charge list, values in e, 4 entries: number 1, Cr, carries 0.94; number 2, O, carries 0.12; number 3, C, carries -0.50; number 4, O, carries 0.03